{
  "formula": "C22H58N2O12S2",
  "method": "ωB97M-V/def2-TZVPD",
  "e_homo_ev": -8.512,
  "total_energy_ha": -2680.8626,
  "e_lumo_ev": 0.3281,
  "orbital_gap_ev": 8.8,
  "species": ["C", "C", "O", "H", "H", "H", "H", "H", "H", "C", "C", "O", "H", "H", "H", "H", "H", "H", "C", "C", "O", "H", "H", "H", "H", "H", "H", "C", "C", "O", "H", "H", "H", "H", "H", "H", "C", "C", "O", "H", "H", "H", "H", "H", "H", "C", "C", "O", "H", "H", "H", "H", "H", "H", "C", "C", "N", "H", "H", "H", "C", "C", "N", "H", "H", "H", "O", "S", "O", "O", "C", "C", "C", "H", "H", "H", "H", "H", "H", "H", "H", "O", "S", "O", "O", "C", "C", "C", "H", "H", "H", "H", "H", "H", "H", "H"],
  "xyz": [[-3.31, -2.07, 0.56], [-2.08, -2.47, -0.22], [-1.55, -1.39, -0.88], [-3.01, -1.56, 1.47], [-3.68, -3.07, 0.81], [-4.13, -1.59, 0.02], [-2.35, -3.17, -1.01], [-1.34, -2.85, 0.48], [-0.96, -1.78, -1.54], [-0.17, -2.20, 3.46], [-1.59, -2.56, 3.12], [-1.61, -3.86, 2.65], [0.38, -2.96, 4.02], [-0.17, -1.27, 4.03], [0.41, -2.00, 2.56], [-1.93, -1.94, 2.29], [-2.27, -2.55, 3.97], [-0.85, -4.04, 2.09], [-3.75, 2.00, -0.25], [-3.46, 0.53, -0.53], [-2.31, 0.12, 0.20], [-2.92, 2.64, -0.53], [-3.92, 2.19, 0.81], [-4.62, 2.37, -0.79], [-3.56, 0.29, -1.59], [-4.20, -0.14, -0.09], [-1.89, -0.64, -0.21], [1.47, 2.07, -0.12], [1.23, 3.44, -0.73], [-0.10, 3.38, -1.10], [2.46, 2.03, 0.34], [1.55, 1.25, -0.84], [0.76, 1.88, 0.68], [1.81, 3.65, -1.63], [1.34, 4.23, 0.01], [-0.68, 3.66, -0.39], [-1.19, 2.06, 1.28], [-1.62, 3.55, 1.39], [-0.73, 4.44, 0.66], [-0.29, 1.83, 1.86], [-1.07, 1.78, 0.23], [-1.95, 1.38, 1.65], [-1.44, 3.81, 2.43], [-2.67, 3.72, 1.15], [-1.08, 5.33, 0.69], [0.88, -5.41, 0.33], [0.59, -3.94, 0.47], [0.05, -3.67, 1.77], [1.34, -5.54, -0.65], [0.00, -6.05, 0.34], [1.67, -5.77, 1.00], [-0.19, -3.53, -0.16], [1.54, -3.42, 0.29], [0.84, -3.51, 2.29], [-3.73, 0.23, 2.55], [-2.24, 0.19, 2.84], [-1.08, 0.04, 3.09], [-3.89, 0.76, 1.61], [-4.18, 0.77, 3.38], [-4.22, -0.75, 2.52], [-0.18, -0.31, 0.73], [1.02, -1.06, 0.41], [2.00, -1.61, 0.19], [-0.28, 0.37, -0.11], [-0.01, 0.40, 1.54], [-1.07, -0.93, 0.84], [-2.95, 1.71, -2.68], [-1.83, 0.80, -2.87], [-2.10, -0.61, -3.15], [-0.96, 1.47, -4.07], [0.13, 0.82, -4.67], [0.23, 1.08, -6.15], [-0.64, 1.02, -1.45], [0.07, -0.22, -4.35], [1.00, 1.13, -4.11], [0.85, 0.38, -6.71], [0.64, 2.08, -6.23], [-0.72, 1.02, -6.69], [-1.33, 1.19, -0.62], [0.00, 1.88, -1.67], [-0.10, 0.08, -1.33], [7.23, -0.51, -2.09], [6.32, 0.49, -1.50], [5.33, 1.23, -2.32], [5.48, -0.32, -0.32], [4.41, 0.47, 0.20], [3.78, -0.25, 1.35], [7.37, 1.69, -0.48], [3.65, 0.80, -0.51], [4.85, 1.42, 0.49], [2.95, 0.31, 1.78], [4.45, -0.51, 2.17], [3.30, -1.18, 1.05], [7.86, 1.14, 0.33], [6.75, 2.48, -0.06], [8.13, 2.14, -1.11]],
  "lowdin_charge": [-0.05, -0.20, -0.09, 0.02, 0.11, 0.09, 0.16, 0.09, 0.16, -0.10, -0.30, -0.08, 0.10, 0.06, 0.06, 0.04, 0.14, -0.24, -0.05, -0.26, -0.32, 0.07, 0.06, 0.10, 0.09, 0.08, -0.22, -0.07, -0.24, -0.16, 0.07, 0.08, 0.06, 0.13, 0.12, -0.05, -0.11, -0.15, -0.06, 0.09, 0.02, 0.04, 0.12, 0.10, 0.13, -0.05, -0.23, -0.07, 0.08, 0.08, 0.08, 0.09, 0.08, 0.13, 0.00, -0.18, 0.13, 0.04, 0.10, 0.10, -0.12, -0.16, 0.16, 0.00, 0.07, 0.09, -0.30, 0.76, -0.28, -0.25, -0.30, -0.05, -0.14, 0.11, 0.12, 0.08, 0.08, 0.08, 0.02, 0.06, 0.08, -0.32, 0.72, -0.32, -0.24, -0.31, -0.09, -0.10, 0.08, 0.10, 0.08, 0.09, 0.01, 0.07, 0.05, 0.06]
}


{
  "formula": "C4H5N3O",
  "method": "ωB97M-V/def2-TZVPD",
  "e_homo_ev": -9.906,
  "total_energy_ha": -394.7900,
  "smiles": "C=NN[C@H](C#N)C=O",
  "e_lumo_ev": -0.2230,
  "orbital_gap_ev": 9.7,
  "relative_energy_kcal_mol": 111.4,
  "species": ["C", "N", "N", "C", "C", "N", "C", "O", "H", "H", "H", "H", "H"],
  "xyz": [[1.82, 0.35, 1.92], [0.80, -0.31, 1.31], [0.38, 0.41, 0.11], [-0.56, -0.48, -0.48], [0.02, -1.19, -1.73], [0.40, -1.65, -2.73], [-1.79, 0.33, -0.99], [-1.64, 1.59, -1.07], [2.26, 1.41, 1.62], [2.10, -0.20, 2.77], [-0.22, 1.32, 0.48], [-0.95, -1.24, 0.23], [-2.63, -0.35, -1.46]],
  "lowdin_charge": [-0.01, -0.05, -0.09, -0.35, -0.14, 0.14, -0.14, 0.01, 0.12, 0.03, 0.18, 0.14, 0.16]
}